The following is a quantum chemistry calculation of 11 unconnected molecules or ions with the total composition C97H217N5O8P3, from the Open Molecules 2025 dataset.

Computed properties:
- HOMO energy: -15.75 eV
- Charge: +5
- Orbital gap: 9.2 eV

Atoms and positions in Å:
C 3.02232 -11.56050 -0.12079
C 3.63700 -10.14392 -0.42131
C 2.49398 -9.20659 -0.88501
C 3.14741 -7.86186 -1.40311
P 3.30140 -6.57962 -0.13733
C 3.33083 -7.25553 1.45348
C 3.21755 -6.28198 2.65918
C 2.97568 -7.01972 4.03500
C 1.56775 -7.49746 4.38196
C 4.63504 -5.54129 -0.41639
C 4.29753 -4.44797 -1.45435
C 5.52860 -3.83391 -2.23718
C 6.46480 -2.96869 -1.30728
C 1.83292 -5.48352 -0.23225
C 0.54590 -6.21541 0.16248
C -0.63853 -5.20318 0.06967
C -1.89791 -5.70411 0.80956
H 2.57344 -12.04605 -1.02330
H 2.31826 -11.49416 0.66674
H 3.84934 -12.20887 0.10617
H 4.43112 -10.12352 -1.16331
H 4.03285 -9.78651 0.51641
H 1.81929 -9.03134 -0.08427
H 1.87417 -9.63161 -1.68398
H 2.60452 -7.58764 -2.24457
H 4.12165 -8.14208 -1.82909
H 4.17208 -7.95300 1.59746
H 2.33525 -7.78740 1.38125
H 2.40641 -5.59088 2.49336
H 4.16921 -5.72502 2.74469
H 3.12393 -6.25698 4.89541
H 3.72930 -7.77965 4.30050
H 1.51053 -7.80371 5.45889
H 1.25297 -8.35223 3.75605
H 0.83836 -6.67797 4.27121
H 5.42385 -6.21239 -0.67400
H 4.91767 -5.11142 0.57247
H 3.77251 -3.67359 -0.85677
H 3.51242 -4.85006 -2.18410
H 5.17686 -3.24088 -3.00351
H 6.05267 -4.70656 -2.62245
H 6.75105 -3.33265 -0.30958
H 6.04052 -1.95587 -1.16296
H 7.36619 -2.86513 -1.95485
H 1.88616 -5.20885 -1.27517
H 1.98854 -4.64847 0.53476
H 0.65253 -6.61239 1.21814
H 0.30467 -7.18539 -0.37982
H -0.94714 -4.99959 -0.99398
H -0.18424 -4.31193 0.49531
H -2.28518 -6.68736 0.53860
H -2.68699 -4.91816 0.77308
H -1.67119 -5.87072 1.85069
C 12.74557 1.98635 -13.79730
C 12.12306 2.90434 -12.79132
C 11.61351 2.29966 -11.49999
C 10.95583 3.25097 -10.53300
P 9.35061 3.86110 -11.20288
C 8.08004 3.93922 -9.91122
C 8.04471 2.74852 -8.88882
C 6.75751 2.57989 -8.15123
C 5.60001 2.13414 -9.07475
C 9.42868 5.54742 -11.84347
C 10.68127 6.00088 -12.58847
C 10.79429 7.56608 -12.82370
C 12.11338 7.89454 -13.42993
C 8.75482 2.70797 -12.53835
C 7.86529 1.51047 -12.07789
C 7.32006 0.72842 -13.23952
C 6.38720 -0.42024 -12.81252
H 12.57664 2.49336 -14.78887
H 12.25603 0.95103 -13.93776
H 13.81932 1.81170 -13.66457
H 11.25940 3.41166 -13.24653
H 12.79097 3.71763 -12.46883
H 12.28418 1.59674 -10.98915
H 10.78250 1.61262 -11.86969
H 11.59143 4.17007 -10.35589
H 10.65578 2.77584 -9.62033
H 7.14028 4.07695 -10.56842
H 8.23641 4.87469 -9.43435
H 8.90047 2.99431 -8.17698
H 8.30838 1.81205 -9.44520
H 6.56367 3.54283 -7.63181
H 6.92852 1.85917 -7.35119
H 4.82255 1.67439 -8.47679
H 5.97130 1.32193 -9.71532
H 5.19672 2.97157 -9.70768
H 9.28930 6.24600 -10.96336
H 8.48413 5.73253 -12.41882
H 10.57110 5.52868 -13.59255
H 11.62421 5.67291 -12.18514
H 10.54903 8.07514 -11.84040
H 10.00739 7.85620 -13.50084
H 12.84064 7.55832 -12.70430
H 12.28352 8.94541 -13.53732
H 12.16577 7.52595 -14.47192
H 9.51876 2.33649 -13.18043
H 8.08773 3.29417 -13.16221
H 7.10298 1.99220 -11.37843
H 8.41402 0.78659 -11.42402
H 8.16578 0.36897 -13.85163
H 6.76648 1.28463 -13.96297
H 6.85773 -1.12501 -12.11046
H 5.98923 -0.95256 -13.70980
H 5.60090 0.00265 -12.21802
C -10.48274 -3.05917 2.31563
C -9.28326 -2.34489 1.85657
C -9.70272 -1.16853 0.93863
C -8.48505 -0.62523 0.16400
P -8.37577 1.21062 -0.15159
C -9.24690 1.69463 -1.75482
C -10.62679 1.03788 -1.93750
C -11.62205 1.43599 -0.82039
C -12.95099 0.82735 -1.07403
C -8.75819 2.09762 1.37978
C -8.62429 3.61667 1.35036
C -8.82800 4.27283 2.73474
C -7.64531 4.29860 3.67953
C -6.63646 1.58226 -0.49834
C -5.90570 0.55134 -1.34815
C -4.42071 0.94915 -1.59481
C -3.75390 -0.13052 -2.42342
H -10.32160 -3.92484 3.00388
H -11.23105 -3.39426 1.55920
H -11.03046 -2.42627 3.01575
H -8.53061 -2.91500 1.34807
H -8.77187 -1.93779 2.75902
H -10.10756 -0.48221 1.75793
H -10.62589 -1.43857 0.34939
H -8.17594 -1.22289 -0.67289
H -7.62546 -0.78643 0.87471
H -8.42769 1.38653 -2.40196
H -9.32886 2.78645 -1.84146
H -10.58374 -0.09942 -1.93909
H -11.00609 1.36095 -2.93577
H -11.65620 2.49671 -0.88596
H -11.23613 1.17693 0.18740
H -13.62815 0.81574 -0.20614
H -12.86748 -0.17749 -1.51728
H -13.57484 1.34709 -1.83300
H -8.04024 1.56146 2.04830
H -9.78321 1.86908 1.68138
H -9.48507 3.96970 0.78418
H -7.63688 3.85788 0.87460
H -9.59679 3.59474 3.20076
H -9.16603 5.33674 2.58045
H -7.10951 3.34746 3.69146
H -7.99551 4.47416 4.69796
H -6.88030 4.93104 3.32398
H -6.10379 1.72039 0.40483
H -6.65035 2.59099 -0.95724
H -6.35905 0.37621 -2.34824
H -5.83199 -0.29438 -0.70924
H -3.91920 1.11127 -0.64077
H -4.45324 1.90276 -2.06026
H -2.71057 -0.42782 -2.13740
H -3.82307 0.12415 -3.48959
H -4.28827 -1.11521 -2.28858
C -8.78120 -3.33317 6.24110
C -7.68395 -4.29356 6.03006
C -7.16521 -4.36177 4.58239
N -6.08330 -5.48999 4.40890
C -6.67136 -6.92962 4.32536
C -7.49947 -6.92262 3.00656
C -6.65986 -6.69063 1.72235
C -6.03067 -5.30905 1.84845
C -5.26138 -5.17080 3.10161
C -5.03444 -5.43820 5.49804
H -9.13895 -3.19339 7.27707
H -9.67270 -3.65045 5.63157
H -8.49966 -2.29766 5.96015
H -7.97587 -5.27050 6.36151
H -6.79186 -4.11849 6.66166
H -6.56398 -3.49502 4.28339
H -7.89022 -4.56133 3.81782
H -7.26985 -7.21181 5.16346
H -5.77899 -7.53642 4.16012
H -8.33613 -6.21440 3.08268
H -7.89654 -7.98570 2.84307
H -7.33683 -6.82588 0.84558
H -6.00207 -7.49890 1.58892
H -6.73380 -4.53580 1.68382
H -5.28437 -5.05199 1.09706
H -4.87674 -4.13803 3.15653
H -4.43023 -5.86771 2.99860
H -4.70808 -4.43027 5.48440
H -4.21031 -6.14665 5.36828
H -5.49487 -5.67825 6.43899
C 4.29798 -4.20544 10.61504
C 3.56466 -3.60106 9.44210
C 4.37906 -2.58784 8.68240
N 3.92628 -2.12503 7.34197
C 2.50696 -1.49867 7.43948
C 2.51716 -0.10679 8.06392
C 3.61883 0.80194 7.50979
C 4.99647 0.12564 7.38525
C 4.94934 -1.27465 6.74330
C 3.95255 -3.33875 6.39050
H 5.26093 -4.69947 10.31183
H 3.75822 -4.95941 11.15026
H 4.44221 -3.42244 11.35961
H 2.68171 -2.98831 9.74762
H 3.16258 -4.36331 8.80684
H 5.32983 -3.05662 8.42218
H 4.65215 -1.83509 9.34925
H 1.89131 -2.22495 7.94365
H 2.31986 -1.48825 6.35520
H 2.61436 -0.19636 9.17827
H 1.46359 0.22639 7.90163
H 3.64541 1.75990 8.07701
H 3.37358 1.07031 6.46185
H 5.49977 0.03046 8.35292
H 5.62515 0.79476 6.82582
H 5.96513 -1.74305 6.86550
H 4.67256 -1.18896 5.68070
H 3.28544 -4.07860 6.85782
H 5.02299 -3.68940 6.45987
H 3.65181 -3.08034 5.39938
C 2.85166 7.86377 5.33117
C 1.43715 7.99867 5.87234
C 0.46824 7.81661 4.71298
N -0.98932 7.91603 5.00227
C -1.77109 7.66891 3.74104
C -3.29215 7.71420 4.04683
C -3.68696 6.76875 5.11931
C -2.84697 6.93143 6.33639
C -1.37684 6.91160 6.04581
C -1.18959 9.30841 5.53037
H 2.93076 6.87102 4.78133
H 3.60119 7.79766 6.14265
H 3.19781 8.71937 4.65450
H 1.35787 9.01345 6.32246
H 1.26048 7.19558 6.61431
H 0.50066 6.81964 4.17509
H 0.62149 8.53930 3.91769
H -1.39581 6.73251 3.43175
H -1.48630 8.39955 2.94385
H -3.79609 7.52009 3.13206
H -3.68052 8.72831 4.31516
H -3.58611 5.76302 4.74314
H -4.75561 6.82635 5.42313
H -3.09160 6.25699 7.12700
H -3.06730 7.89109 6.76332
H -1.06265 5.91370 5.69806
H -0.90500 7.16770 6.98336
H -0.60665 9.28530 6.45753
H -2.25781 9.49444 5.60792
H -0.74047 9.98252 4.72895
C -1.58478 -2.68107 3.58785
C -0.68372 -1.56077 3.09594
N -1.49126 -0.56828 2.31358
C -2.39931 -1.27742 1.37218
C -2.45619 0.16652 3.19353
C -1.82731 0.84853 4.47234
C -0.58518 0.38992 1.59093
C 0.42138 -0.27064 0.64230
O -0.33052 -0.74201 -0.54420
C 0.47679 -1.68375 -1.25979
H -2.05170 -3.22865 2.76682
H -2.33899 -2.41037 4.27603
H -0.96974 -3.47558 4.01859
H 0.08886 -2.09414 2.49186
H -0.11942 -1.16670 3.91077
H -2.89697 -0.45202 0.87608
H -3.27645 -1.71670 1.89035
H -1.94609 -1.99622 0.64753
H -3.19865 -0.57686 3.51363
H -3.01110 0.88110 2.54412
H -1.58540 -0.00411 5.07476
H -2.56213 1.51226 4.91103
H -0.92464 1.45647 4.31390
H -0.00540 0.92643 2.30506
H -1.23661 1.11362 1.04276
H 0.90798 -1.00555 1.20373
H 1.06834 0.57377 0.33935
H 0.98641 -2.40769 -0.64504
H 1.17383 -1.17396 -1.90702
H -0.27415 -2.24898 -1.86187
C -3.81768 4.70372 -1.40454
C -2.48581 5.39496 -1.15899
N -1.26065 4.85359 -1.85722
C -1.21827 5.38375 -3.23046
C -0.14116 5.52419 -1.06344
C -0.10306 7.06756 -0.84303
C -1.19764 3.40256 -1.81383
C 0.20877 2.71588 -1.87606
O 0.87121 3.15992 -3.05727
C 2.22431 2.81867 -3.06693
H -4.03694 4.74449 -2.42278
H -4.57755 5.23824 -0.80913
H -3.82893 3.70676 -1.07743
H -2.21715 5.33212 -0.09603
H -2.61812 6.39310 -1.52107
H -0.36350 4.92676 -3.74967
H -1.07967 6.45258 -3.28093
H -2.13093 5.27346 -3.75324
H 0.72585 5.30099 -1.66712
H -0.10960 4.97463 -0.10977
H 0.03139 7.60079 -1.75805
H 0.71069 7.07179 -0.15532
H -0.94760 7.51087 -0.31549
H -1.68647 3.06323 -2.64803
H -1.60278 3.14019 -0.85205
H -0.01490 1.62972 -1.82745
H 0.82230 2.92317 -0.97266
H 2.85140 3.63941 -2.68801
H 2.42249 2.40348 -4.08329
H 2.45381 1.97312 -2.39511
C -5.99700 -0.46427 4.23759
C -5.60159 -1.00866 2.79793
O -5.18439 -2.18453 2.71988
O -5.76778 -0.24734 1.82934
H -5.02811 -0.04932 4.53267
H -6.24542 -1.24294 4.89697
H -6.76183 0.29201 4.12251
C 0.70296 3.58358 2.01786
C -0.71776 3.88396 2.28192
O -0.98055 4.60655 3.27413
O -1.50911 3.48080 1.37871
H 0.80867 3.23937 0.95447
H 1.09221 2.78254 2.64798
H 1.29348 4.44030 2.25126
C 3.89474 -2.96446 2.99227
C 2.36604 -2.78107 3.07583
O 1.89949 -2.47173 4.20847
O 1.77710 -3.04078 2.01475
H 4.50497 -2.19955 3.43661
H 4.34661 -2.98781 1.96272
H 4.14479 -3.94676 3.34126

Force components x, y, z for each atom (eV/Å):
C 1.5 0.5 -2.3
C -2.3 -1.0 -0.1
C 1.7 0.4 -0.7
C 0.6 -1.8 1.3
P -2.2 0.6 -0.9
C -1.2 -1.2 1.8
C 0.8 -1.1 0.7
C 0.4 1.8 1.7
C -0.4 -0.5 -0.1
C 1.3 1.6 0.3
C -0.4 0.4 -0.8
C -0.1 -1.8 4.1
C 0.1 0.2 -1.6
C 0.6 -1.1 1.5
C -1.0 -1.1 0.2
C -0.2 -1.4 -0.6
C 0.1 1.0 0.4
H 0.1 0.7 0.6
H -0.7 -0.1 0.8
H 0.2 -0.4 0.6
H 0.0 -0.4 -0.1
H 0.3 0.3 0.3
H -0.7 0.2 0.8
H 0.4 -0.1 0.0
H -1.2 1.3 -1.4
H 0.0 0.3 0.4
H -0.5 0.1 -0.1
H 1.2 -0.2 0.6
H -0.2 0.4 0.0
H -0.5 -0.3 -0.1
H 0.3 -0.6 -1.6
H -0.2 0.1 -0.7
H 0.2 0.1 -1.0
H -0.1 0.3 0.3
H 0.2 -0.2 -0.1
H 1.1 -0.2 -0.5
H -0.1 -0.1 -0.7
H 0.2 -0.1 -0.6
H 1.3 0.5 0.7
H -0.7 1.2 -1.8
H 0.3 0.2 -0.3
H -0.2 -0.4 -0.5
H 0.1 -0.5 -0.1
H -0.3 0.2 0.9
H -0.6 0.7 -0.1
H -0.1 -0.6 -1.4
H -0.3 0.9 -0.8
H 0.5 1.3 0.0
H 0.7 -0.2 0.8
H -0.7 0.5 0.2
H 0.0 0.2 -0.8
H 0.3 -0.7 -0.1
H 0.3 0.3 0.7
C -0.5 -1.1 -2.0
C -0.1 1.0 1.3
C -1.5 -2.5 -0.9
C 0.0 1.9 -0.7
P 0.2 -0.7 -0.7
C -1.3 -1.1 -1.4
C 2.2 0.5 -0.9
C -0.6 0.7 0.2
C 0.5 0.4 0.0
C -0.6 1.6 1.1
C -0.7 0.7 -2.1
C -1.7 -1.1 1.4
C 0.1 0.2 -0.2
C -1.2 -0.2 0.9
C 0.2 1.0 1.9
C 0.1 -1.2 -0.4
C 0.7 -0.3 -0.3
H 0.6 -0.6 0.7
H 0.5 1.6 0.6
H -0.3 0.1 0.1
H 0.3 0.0 0.0
H 0.2 -0.1 -0.6
H 0.3 0.5 -0.1
H 1.0 0.3 0.8
H -0.6 -1.0 0.2
H 0.3 -0.2 0.7
H 1.0 -0.4 1.2
H 0.0 0.9 0.7
H -1.0 -0.6 -0.7
H -0.1 0.6 0.6
H -0.3 -0.5 -0.3
H -0.1 -0.2 -0.1
H -0.4 0.3 0.0
H -0.2 0.3 0.0
H 0.3 -0.9 0.6
H 0.2 -0.9 -0.5
H 0.8 -0.3 0.1
H 0.6 0.3 0.4
H 0.1 -0.3 0.5
H 0.7 -0.4 -1.0
H -0.5 0.1 -0.2
H 0.9 -0.4 -0.5
H -0.1 0.8 0.1
H 0.4 -0.4 0.8
H 0.8 0.0 -0.3
H 0.0 0.5 -0.2
H 0.4 -1.0 -1.2
H -0.1 0.6 -0.5
H -0.1 -0.2 0.4
H -0.5 1.1 -0.2
H 0.2 0.0 -0.5
H 0.2 0.3 0.9
H -0.9 0.3 0.0
C -2.0 -1.8 1.4
C 0.8 1.1 -0.3
C -1.3 0.4 1.4
C 0.3 0.9 1.9
P -0.2 -0.6 -0.9
C 0.2 -0.4 1.6
C 0.1 -1.1 -0.1
C 1.3 -0.2 -0.5
C -2.2 -0.4 -0.7
C 0.1 -0.8 0.4
C 0.8 0.1 -0.1
C -0.5 -0.4 -0.1
C -0.3 -1.5 0.0
C -0.6 0.9 -1.3
C 0.8 1.0 -0.3
C -0.9 -0.7 0.7
C 0.3 -1.6 -0.1
H 0.4 0.3 -0.8
H 0.8 0.3 0.3
H -0.3 0.4 -0.2
H 0.3 -0.8 -0.4
H -0.1 0.0 -0.6
H 0.5 0.0 -1.5
H 1.2 0.2 0.2
H -0.3 -0.1 -0.8
H -0.4 0.5 -0.5
H -0.4 -0.2 -0.7
H 0.1 -0.2 0.3
H 0.3 1.3 -0.2
H 0.1 -0.3 0.7
H -0.3 1.2 0.4
H -0.1 -0.1 -0.6
H 0.5 -0.3 -0.1
H 0.0 0.0 0.6
H 0.7 0.1 0.3
H -0.4 0.6 0.0
H 0.2 -0.3 0.1
H 0.4 0.2 -0.6
H -0.9 0.3 0.3
H 0.2 1.3 -0.2
H -0.1 -1.3 0.3
H -0.3 -0.5 0.1
H 0.4 0.4 -0.1
H 0.7 1.5 0.0
H 0.4 -0.2 1.3
H 0.0 -0.4 -0.1
H 0.0 -0.2 0.8
H -0.3 -1.3 0.1
H 0.0 -0.1 0.2
H 0.3 0.9 -0.8
H -0.7 0.9 -0.3
H 0.3 -0.3 0.2
H 0.2 1.0 -0.2
C -1.8 1.6 -0.3
C 2.1 -0.7 -0.1
C 1.8 -0.6 0.6
N 0.9 -0.6 -0.1
C 0.5 1.9 -3.0
C -0.2 -2.5 -0.4
C -2.0 1.2 0.2
C 0.4 -0.7 -1.2
C -0.3 0.2 0.8
C -1.0 -0.5 -0.2
H 0.4 -0.6 -0.3
H 0.7 0.5 0.5
H -0.1 -0.5 -0.2
H -0.5 -0.8 0.0
H -0.6 0.5 -0.1
H -0.5 0.2 0.2
H -0.5 0.1 -0.1
H 0.0 0.1 0.8
H -0.2 -0.3 0.4
H 0.1 -0.5 -0.1
H 0.1 1.5 0.7
H 0.3 0.6 0.6
H 1.5 -0.9 0.2
H -1.1 0.8 0.3
H 0.1 -0.4 -0.4
H -0.3 -0.4 0.5
H 0.0 -0.2 0.8
H 0.7 0.9 0.3
H -0.3 0.2 -0.6
H -0.2 0.0 0.4
C 1.1 0.3 0.0
C -1.9 1.1 -0.1
C 1.9 -2.4 -0.8
N -0.8 -1.4 0.5
C 2.0 0.1 -1.9
C -0.5 -0.7 1.0
C -0.4 0.3 -0.9
C -0.3 -0.3 1.1
C 0.9 2.3 -0.3
C 0.6 -0.7 2.4
H -0.7 0.8 0.3
H -0.7 -0.5 -0.1
H 0.6 0.0 0.0
H 0.3 -0.9 0.4
H -0.1 -0.6 -0.5
H 0.3 -0.1 0.2
H 0.1 1.9 0.7
H -0.2 -0.1 0.1
H -0.9 0.3 0.3
H 0.0 0.0 -0.8
H 0.9 0.3 0.0
H 0.2 -0.8 -0.3
H -0.2 0.0 0.4
H -0.2 0.1 0.1
H 0.4 0.0 -0.5
H -1.2 0.2 -0.3
H 0.3 0.0 0.3
H 0.3 0.1 -0.6
H -1.2 0.1 -0.3
H -0.4 0.4 -0.3
C 1.3 -0.6 -0.9
C 0.0 0.1 0.0
C -0.2 -1.5 -1.5
N 0.0 1.1 0.6
C -0.8 1.6 0.4
C 0.5 1.5 -0.2
C -1.4 -1.4 0.4
C 0.0 0.9 -0.1
C -0.1 -0.9 0.1
C 0.5 0.0 -1.3
H 0.1 1.3 0.4
H -0.5 0.2 -0.3
H -0.7 -1.2 0.8
H -0.2 -0.8 -0.1
H 0.1 0.7 -0.2
H 0.7 0.7 0.9
H 0.3 0.3 0.0
H -0.2 -1.5 -0.6
H -0.1 -0.2 0.9
H -0.5 -0.5 -0.9
H 0.8 -0.4 -0.2
H 0.2 -0.6 -0.2
H 0.6 0.4 -0.4
H 0.0 -0.8 0.4
H -0.2 0.7 0.4
H 0.1 0.4 -0.1
H 0.7 0.0 0.0
H -0.7 0.8 -0.1
H 0.3 0.2 0.4
H -0.6 -0.6 1.4
C 0.9 -1.3 -0.7
C -0.2 -2.1 -0.5
N 0.5 -0.6 0.2
C -1.4 -0.2 -1.0
C -0.2 1.6 0.8
C -0.1 -0.6 -1.9
C -0.7 0.0 -1.4
C -2.8 2.2 -1.3
O 2.0 -0.1 1.8
C -1.9 -0.3 -0.9
H -0.1 0.3 -0.1
H -0.8 0.4 0.8
H 0.2 0.4 0.4
H -0.8 0.8 -0.1
H 0.1 1.0 0.4
H 0.1 0.0 -0.9
H 0.9 -0.1 0.0
H 0.0 0.9 0.9
H 0.4 0.3 0.0
H 0.6 -0.3 0.4
H 0.2 0.0 1.0
H -0.2 -0.2 0.2
H -0.3 -0.3 -0.3
H 0.1 0.4 0.8
H 0.5 -0.5 0.5
H 1.2 -1.5 0.0
H 0.2 -0.6 0.0
H 0.3 -0.1 0.6
H 0.4 0.1 -0.3
H 0.8 0.3 0.1
C 0.7 1.0 1.3
C -0.8 -0.9 0.8
N -0.2 3.1 0.4
C 1.4 0.1 -0.9
C 0.3 -0.2 -0.1
C -1.4 -1.8 0.3
C 2.7 -0.7 1.8
C -0.7 1.0 0.4
O -1.0 -0.4 0.9
C 0.9 -1.3 -0.3
H -0.8 0.1 -1.7
H 0.3 -0.1 -0.4
H 0.1 -1.4 0.5
H -0.4 0.2 -0.2
H 0.3 0.7 0.1
H -0.6 0.0 0.1
H 0.3 0.4 0.7
H -1.0 -0.9 -0.4
H 0.5 -0.2 0.1
H 0.0 0.3 -0.4
H 0.6 0.4 -0.4
H 1.0 0.8 0.2
H -0.1 -0.3 0.0
H -1.8 -1.0 -1.8
H -0.5 -0.5 0.3
H 0.2 0.3 -0.5
H -0.3 0.2 -0.5
H 0.0 0.0 -0.7
H 0.5 0.9 0.6
H -0.3 0.1 0.0
C 1.5 0.3 -2.5
C -1.4 -0.1 0.8
O 0.5 -0.5 0.4
O 0.1 0.8 -0.2
H -0.4 0.4 0.5
H -0.5 -1.0 0.9
H 0.0 0.2 0.3
C 1.2 -1.4 -1.0
C -1.3 0.9 -0.3
O -0.2 -0.3 -0.1
O -0.4 0.0 0.3
H 0.2 0.4 1.0
H -0.1 -0.1 0.2
H 0.6 0.7 -0.1
C 0.8 0.2 -1.8
C 1.4 0.0 0.9
O 0.1 -0.1 -0.8
O -1.1 -0.1 -0.7
H 0.0 0.3 0.9
H -1.1 0.1 0.4
H 0.2 -0.3 0.8